This record from the Open Molecules 2025 dataset describes a molecular structure, C4H5O5. The level of theory is ωB97M-V/def2-TZVPD.

The geometry in XYZ format:
```
14
C4H5O5 | the Open Molecules 2025 dataset | ωB97M-V/def2-TZVPD
H 1.50 2.73 0.96
C 2.30 1.16 0.24
O 2.32 2.42 0.52
O 3.14 0.82 -0.68
H 3.81 1.51 -0.85
C -3.19 2.60 -0.73
O -3.98 3.03 -1.44
O -2.40 2.20 0.04
O 0.80 0.21 0.45
C -0.29 0.47 1.11
C -1.54 0.42 0.46
H -0.19 0.71 2.18
H -2.37 0.08 1.09
H -1.57 -0.02 -0.54
```

Properties
Highest occupied orbital energy (alpha / beta) (eV): -13.13 / -13.33
Total charge: +1
E_LUMO (alpha / beta) (Ha): -0.2243 / -0.1971
E (a.u.): -531.192161
Orbital gap (alpha / beta) (eV): 7.02 / 7.97



This record from the Open Molecules 2025 dataset describes a single C3H4FNO2 molecule. The level of theory is ωB97M-V/def2-TZVPD.

The geometry in XYZ format:
```
11
C3H4FNO2 | the Open Molecules 2025 dataset | ωB97M-V/def2-TZVPD
C 1.64 -0.54 0.18
C 0.20 -0.11 -0.01
C -1.99 -0.39 -0.15
H 1.88 -0.84 1.24
H 1.69 -1.44 -0.45
H -2.72 -0.78 0.59
H -2.24 -0.60 -1.19
N -0.25 1.08 0.08
O -1.61 0.96 0.09
O -0.77 -1.09 0.03
F 2.57 0.38 -0.20
```

Properties
Highest occupied orbital energy (eV): -9.33
Total charge: 0
E_LUMO (Ha): 0.0281
E (a.u.): -421.725559
SMILES: FCC1=NOCO1
Orbital gap (eV): 10.10



This record from the Open Molecules 2025 dataset describes a molecular structure, C34H35BrCaN4O. The level of theory is ωB97M-V/def2-TZVPD.

The geometry in XYZ format:
```
76
C34H35BrCaN4O | the Open Molecules 2025 dataset | ωB97M-V/def2-TZVPD
Ca 0.24 0.10 0.60
Br -3.08 4.69 -3.64
C -1.82 3.55 -2.80
C -0.79 4.10 -2.03
C 0.14 3.29 -1.45
C 0.12 1.88 -1.60
O 1.05 1.14 -1.09
C -0.99 1.34 -2.32
C -1.27 -0.08 -2.42
N -0.78 -1.01 -1.69
C -1.16 -2.35 -1.93
C -1.92 -2.79 -2.98
C -2.24 -4.16 -3.14
C -1.77 -5.09 -2.27
C -0.96 -4.68 -1.18
C -0.42 -5.61 -0.25
C 0.37 -5.16 0.76
C 0.62 -3.77 0.86
N 0.13 -2.88 0.03
C -0.65 -3.32 -1.00
C -1.91 2.20 -2.94
H -0.74 5.18 -1.89
H 0.93 3.71 -0.83
H -2.03 -0.31 -3.18
H -2.30 -2.10 -3.71
H -2.85 -4.46 -3.98
H -2.00 -6.14 -2.39
H -0.65 -6.66 -0.37
H 0.80 -5.83 1.48
H 1.24 -3.38 1.65
H -2.73 1.77 -3.52
C -2.84 -0.90 1.59
N -2.15 0.37 1.40
C -2.95 1.25 0.56
C -1.90 1.02 2.71
C -0.99 2.23 2.63
C -1.38 3.39 3.29
C -0.53 4.49 3.33
C 0.70 4.41 2.70
C 1.05 3.25 2.02
C 0.24 2.10 1.95
H -3.84 -0.76 2.03
H -2.27 -1.55 2.25
H -2.96 -1.41 0.62
H -3.93 1.45 1.02
H -3.12 0.79 -0.41
H -2.43 2.20 0.41
H -1.43 0.27 3.36
H -2.86 1.30 3.17
H -2.34 3.44 3.79
H -0.83 5.40 3.85
H 1.38 5.26 2.72
H 2.02 3.25 1.52
C 3.13 -1.01 -0.68
N 4.19 -0.29 0.09
C 5.28 -1.22 0.48
C 3.63 0.48 1.28
C 3.13 -0.41 2.37
C 3.95 -0.64 3.49
C 3.46 -1.38 4.55
C 2.16 -1.88 4.48
C 1.39 -1.64 3.35
C 1.82 -0.90 2.23
H 3.61 -1.56 -1.49
H 2.43 -0.28 -1.08
H 2.62 -1.68 0.01
H 4.59 0.41 -0.53
H 4.86 -1.98 1.14
H 6.05 -0.67 1.01
H 5.69 -1.68 -0.42
H 2.83 1.08 0.85
H 4.44 1.14 1.60
H 4.94 -0.21 3.54
H 4.08 -1.55 5.43
H 1.76 -2.43 5.32
H 0.38 -2.05 3.36
```

Properties
Highest occupied orbital energy (eV): -6.70
Total charge: 0
E_LUMO (Ha): -0.0130
E (a.u.): -4862.472108
Orbital gap (eV): 6.35



This record from the Open Molecules 2025 dataset describes a single C2H2FOP molecule. The level of theory is ωB97M-V/def2-TZVPD.

The geometry in XYZ format:
```
7
C2H2FOP | the Open Molecules 2025 dataset | ωB97M-V/def2-TZVPD
C 2.87 0.58 -0.31
C 0.26 -0.01 0.10
O 2.89 1.71 -0.14
F 2.11 -1.79 -0.52
P 1.74 -0.67 0.68
H -0.26 0.75 0.63
H 0.11 0.05 -1.00
```

Properties
Spin multiplicity: 3
Highest occupied orbital energy (alpha / beta) (eV): -7.41 / -10.64
Total charge: 0
E_LUMO (alpha / beta) (Ha): 0.0235 / -0.0833
<S²>: 2.01
E (a.u.): -593.747823
Orbital gap (alpha / beta) (eV): 8.05 / 8.37



This record from the Open Molecules 2025 dataset describes 2 unconnected molecules or ions with the total composition C6H11NO. The level of theory is ωB97M-V/def2-TZVPD.

The geometry in XYZ format:
```
19
C6H11NO | the Open Molecules 2025 dataset | ωB97M-V/def2-TZVPD
C -0.76 2.11 0.03
N 0.07 1.17 0.78
C 1.47 0.15 -0.80
O 1.39 0.66 -1.90
H 0.63 1.66 1.48
H 2.21 0.43 -0.04
H -1.29 1.59 -0.77
H -0.11 2.86 -0.43
H -1.45 2.62 0.70
C -0.43 -0.06 1.28
C 1.06 -1.44 -0.51
C -1.69 -0.53 1.14
C 0.59 -2.21 -1.49
H 0.18 -0.43 2.10
H 1.64 -1.89 0.30
H -2.34 -0.20 0.34
H 0.75 -3.28 -1.51
H 0.09 -1.79 -2.37
H -1.99 -1.42 1.69
```

Properties
Highest occupied orbital energy (eV): -8.34
Total charge: 0
E_LUMO (Ha): 0.0312
E (a.u.): -365.096605
SMILES: C=CC=O.C=CNC
Orbital gap (eV): 9.19



This record from the Open Molecules 2025 dataset describes 2 unconnected molecules or ions with the total composition C3H12NS3. The level of theory is ωB97M-V/def2-TZVPD.

The geometry in XYZ format:
```
19
C3H12NS3 | the Open Molecules 2025 dataset | ωB97M-V/def2-TZVPD
C 1.13 0.55 2.39
S 0.38 1.49 1.04
S 1.99 1.93 -0.16
H 1.54 -0.42 2.04
H 0.31 0.37 3.08
H 1.83 1.21 2.94
H 2.20 3.20 0.27
C -0.09 -1.72 -1.01
C -1.48 -1.09 -1.16
S -2.76 -2.00 -0.13
N 0.91 -0.73 -1.57
H -0.02 -2.63 -1.61
H 0.17 -1.84 -0.02
H -1.77 -1.18 -2.20
H -1.41 -0.08 -0.88
H -3.81 -1.27 -0.55
H 1.91 -1.01 -1.50
H 0.83 0.23 -1.12
H 0.70 -0.52 -2.59
```

Properties
Highest occupied orbital energy (eV): -12.78
Total charge: +1
E_LUMO (Ha): -0.1279
E (a.u.): -1370.553357
Orbital gap (eV): 9.30



This record from the Open Molecules 2025 dataset describes a molecular structure, C21H25BF4MnN3O2. The level of theory is ωB97M-V/def2-TZVPD.

The geometry in XYZ format:
```
57
C21H25BF4MnN3O2 | the Open Molecules 2025 dataset | ωB97M-V/def2-TZVPD
Mn -0.19 -0.61 0.07
C -2.72 -1.63 1.24
N -2.31 -0.74 0.11
C -2.95 -1.35 -1.10
C -2.41 -0.97 -2.47
C -0.99 -1.45 -2.70
N -0.02 -0.70 -1.90
C 0.97 -0.16 -2.52
C 2.11 0.45 -1.90
C 3.02 1.17 -2.69
C 4.19 1.64 -2.15
C 4.50 1.36 -0.81
C 3.65 0.62 -0.03
C 2.42 0.17 -0.55
O 1.63 -0.53 0.22
C -2.89 0.59 0.42
C -2.65 1.73 -0.56
C -1.18 1.98 -0.93
N -0.29 1.31 0.03
C 0.31 2.03 0.92
C 0.93 1.51 2.09
C 1.76 2.33 2.87
C 2.25 1.89 4.07
C 1.87 0.62 4.55
C 1.03 -0.19 3.84
C 0.57 0.22 2.57
O -0.23 -0.56 1.90
H -3.80 -1.77 1.21
H -2.44 -1.18 2.18
H -2.22 -2.59 1.14
H -4.02 -1.13 -1.05
H -2.83 -2.43 -1.00
H -2.48 0.10 -2.68
H -3.05 -1.47 -3.20
H -0.72 -1.36 -3.76
H -0.90 -2.50 -2.42
H 0.98 -0.20 -3.61
H 2.79 1.35 -3.74
H 4.88 2.21 -2.76
H 5.44 1.71 -0.40
H 3.88 0.38 1.00
H -2.49 0.87 1.39
H -3.97 0.47 0.55
H -3.05 2.62 -0.08
H -3.24 1.59 -1.47
H -0.96 3.04 -0.94
H -0.96 1.59 -1.92
H 0.29 3.11 0.80
H 2.02 3.32 2.51
H 2.90 2.51 4.66
H 2.26 0.28 5.50
H 0.74 -1.17 4.19
F 0.92 -4.47 -0.68
B -0.28 -4.24 -0.14
F -0.49 -4.56 1.14
F -1.35 -4.34 -0.98
F -0.24 -2.47 0.00
```

Properties
Spin multiplicity: 2
Highest occupied orbital energy (alpha / beta) (eV): -11.99 / -11.49
Total charge: +1
E_LUMO (alpha / beta) (Ha): -0.1829 / -0.2328
<S²>: 0.96
E (a.u.): -2705.287889
Orbital gap (alpha / beta) (eV): 7.01 / 5.15



This record from the Open Molecules 2025 dataset describes a molecular structure, C25H29N2PReSbSe4Te. The level of theory is ωB97M-V/def2-TZVPD.

The geometry in XYZ format:
```
64
C25H29N2PReSbSe4Te | the Open Molecules 2025 dataset | ωB97M-V/def2-TZVPD
Re 0.35 -0.80 -0.73
C -3.88 -1.09 2.75
C -2.81 -1.65 1.88
C -2.54 -2.96 1.48
C -1.43 -2.94 0.67
N -1.00 -1.63 0.54
N -1.88 -0.87 1.31
C -0.72 -4.08 0.03
H -4.35 -1.89 3.32
H -4.64 -0.60 2.15
H -3.48 -0.36 3.46
H -3.11 -3.85 1.75
H -1.75 0.11 1.46
H -0.51 -4.85 0.78
H 0.21 -3.77 -0.44
H -1.35 -4.55 -0.74
C 3.33 -2.51 0.15
P 2.28 -1.14 0.68
C 1.75 -1.56 2.35
C 3.30 0.32 0.80
C 3.03 1.30 1.77
C 3.86 2.41 1.87
C 4.94 2.55 1.01
C 5.21 1.59 0.05
C 4.38 0.48 -0.06
H 3.50 -2.51 -0.92
H 2.86 -3.45 0.44
H 4.29 -2.42 0.67
H 2.66 -1.75 2.93
H 1.13 -2.45 2.34
H 1.20 -0.74 2.83
H 2.21 1.19 2.47
H 3.67 3.15 2.64
H 5.60 3.41 1.12
H 6.07 1.69 -0.60
H 4.60 -0.28 -0.82
Se 0.66 -2.33 -6.67
Sb -0.74 -2.92 -4.84
Se -2.59 -1.48 -4.41
Se -0.82 -5.11 -3.91
Se 1.04 -1.75 -2.57
Te 0.54 1.80 -1.12
C 2.38 2.48 -1.89
C 3.19 1.66 -2.67
C 4.27 2.24 -3.32
C 4.53 3.60 -3.17
C 3.72 4.39 -2.36
C 2.63 3.83 -1.71
C -0.53 2.03 -2.93
C -1.66 2.84 -2.91
C -2.31 3.09 -4.11
C -1.82 2.55 -5.30
C -0.68 1.76 -5.29
C -0.02 1.49 -4.10
H 2.99 0.61 -2.77
H 4.90 1.63 -3.95
H 5.38 4.04 -3.68
H 3.93 5.45 -2.24
H 1.99 4.45 -1.09
H -2.03 3.29 -1.99
H -3.18 3.73 -4.12
H -2.33 2.77 -6.23
H -0.29 1.36 -6.22
H 0.89 0.91 -4.11
```

Properties
Spin multiplicity: 2
Highest occupied orbital energy (alpha / beta) (eV): -16.24 / -15.25
Total charge: +3
E_LUMO (alpha / beta) (Ha): -0.4291 / -0.4308
<S²>: 0.78
E (a.u.): -11612.123956
Orbital gap (alpha / beta) (eV): 4.57 / 3.52



This record from the Open Molecules 2025 dataset describes a molecular structure, C44H41F18O25Zr2. The level of theory is ωB97M-V/def2-TZVPD.

The geometry in XYZ format:
```
130
C44H41F18O25Zr2 | the Open Molecules 2025 dataset | ωB97M-V/def2-TZVPD
Zr 3.32 -1.38 4.19
Zr -3.32 -1.23 0.61
C -0.12 -3.08 2.25
C 1.01 -2.95 3.16
C 0.79 -2.89 4.79
O 1.66 -2.22 5.38
C -0.54 -3.27 5.21
C -1.54 -3.40 4.29
C -1.34 -3.19 2.80
O -2.39 -2.85 2.01
O -2.68 -3.65 4.83
O 2.09 -2.42 2.85
H 0.02 -2.86 1.20
H -0.66 -3.34 6.28
C 0.74 0.12 0.64
C 1.54 0.33 1.76
C 0.95 0.51 3.18
O 1.60 0.32 4.26
C -0.41 0.41 3.37
C -1.27 0.26 2.25
C -0.67 0.21 0.77
O -1.54 -0.21 0.01
O -2.44 -0.12 2.27
O 2.84 0.09 1.67
H 1.20 0.00 -0.33
H -0.78 0.55 4.38
C -2.13 -3.46 -3.05
C -2.62 -2.65 -1.95
C -3.84 -1.64 -2.28
O -4.27 -1.08 -1.24
C -4.24 -1.39 -3.64
C -3.70 -2.14 -4.62
C -2.54 -3.17 -4.30
O -1.81 -3.72 -5.22
O -4.16 -1.82 -5.81
O -2.29 -2.59 -0.71
H -1.28 -4.09 -2.87
H -4.99 -0.71 -4.02
C -6.90 -0.09 3.12
C -6.52 -0.25 1.76
O -5.22 -0.68 1.60
H -7.93 0.26 3.09
H -6.30 0.60 3.71
H -6.86 -1.02 3.68
H -6.73 0.65 1.18
H -7.21 -0.95 1.28
C 0.60 -0.13 -3.62
C -0.75 0.09 -4.32
O -0.97 1.53 -4.37
C -1.56 2.14 -3.31
O -2.07 1.46 -2.45
C -1.64 3.65 -3.32
F -2.89 4.11 -3.10
F -0.99 4.21 -2.26
F -0.99 4.17 -4.37
H 0.87 -1.17 -3.43
H 0.66 0.44 -2.69
H 1.26 0.39 -4.31
H -1.50 -0.34 -3.65
H -0.74 -0.48 -5.25
C -1.50 3.67 4.26
C -0.06 4.01 4.74
O 0.61 4.88 3.81
C 0.91 4.61 2.49
O 0.76 3.52 1.87
C 1.68 5.83 1.84
F 1.11 6.12 0.62
F 1.74 6.91 2.62
F 2.99 5.43 1.67
H -1.54 3.25 3.26
H -2.10 4.58 4.23
H -1.92 2.90 4.93
H 0.67 3.21 4.85
H -0.18 4.53 5.69
C 2.76 -2.58 -1.94
C 1.94 -2.88 -0.68
O 1.38 -4.15 -0.79
C 2.10 -5.23 -0.55
O 3.30 -5.27 -0.24
C 1.07 -6.50 -0.40
F 0.94 -7.12 -1.56
F 1.55 -7.28 0.59
F -0.14 -6.06 -0.07
H 3.19 -1.59 -2.10
H 2.17 -2.85 -2.81
H 3.51 -3.34 -2.15
H 1.11 -2.16 -0.75
H 2.45 -2.72 0.27
C 2.20 2.94 -1.19
C 3.14 1.73 -1.40
O 4.31 2.40 -1.81
C 4.94 2.11 -2.94
O 4.59 1.20 -3.75
C 6.27 2.92 -3.03
F 7.06 2.57 -2.08
F 6.90 2.68 -4.18
F 5.94 4.21 -3.08
H 1.76 3.37 -2.09
H 2.58 3.82 -0.67
H 1.33 2.63 -0.60
H 2.69 1.09 -2.16
H 3.33 1.07 -0.55
C -5.66 2.13 -2.99
C -5.99 2.13 -1.56
O -5.20 2.92 -0.70
C -4.08 2.44 -0.17
O -3.70 1.24 -0.10
C -3.27 3.64 0.43
F -2.07 3.38 0.27
F -3.68 4.79 -0.13
F -3.48 3.72 1.74
H -6.29 1.44 -3.55
H -4.69 1.64 -3.12
H -5.81 3.12 -3.43
H -6.02 1.12 -1.14
H -6.97 2.61 -1.61
C 6.70 -0.37 -0.95
C 5.91 -0.81 0.30
O 6.05 -2.29 0.52
C 5.39 -2.84 1.57
O 4.72 -2.16 2.37
C 5.67 -4.31 1.84
F 6.52 -4.48 2.83
F 4.53 -4.91 2.16
F 6.21 -4.84 0.77
H 6.35 -0.94 -1.81
H 7.78 -0.51 -0.86
H 6.47 0.64 -1.28
H 4.87 -0.58 0.05
H 6.43 -0.22 1.05
```

Properties
Highest occupied orbital energy (eV): -9.31
Total charge: +1
E_LUMO (Ha): -0.2745
E (a.u.): -5473.577292
Orbital gap (eV): 1.84



This record from the Open Molecules 2025 dataset describes 14 unconnected molecules or ions with the total composition C4H36N2O14S. The level of theory is ωB97M-V/def2-TZVPD.

The geometry in XYZ format:
```
57
C4H36N2O14S | the Open Molecules 2025 dataset | ωB97M-V/def2-TZVPD
N 3.00 -2.22 0.56
C 2.11 -1.38 1.36
C 1.47 -1.99 2.62
C 1.74 -3.46 3.03
S 0.78 -4.74 2.10
C 1.09 -0.70 0.50
N 0.60 0.47 0.97
O 0.63 -1.10 -0.57
H 2.53 -3.06 0.28
H 3.93 -2.38 0.91
H 2.76 -0.59 1.74
H 1.83 -1.41 3.48
H 0.40 -1.76 2.73
H 1.15 -3.48 3.95
H 2.79 -3.71 2.90
H -0.47 -4.27 2.39
H -0.08 0.91 0.40
H 0.65 0.70 1.96
H 1.04 3.39 -0.67
H 2.25 2.67 -0.15
O 1.54 3.25 0.15
H 2.60 3.15 -2.56
H 2.44 1.67 -2.31
O 1.94 2.45 -2.59
H -2.69 -1.96 -2.63
H -1.16 -2.36 -2.27
O -1.77 -1.71 -2.67
H -1.59 0.11 -2.60
H -2.53 1.12 -3.44
O -1.89 1.03 -2.74
H 0.65 -2.67 -1.30
H 0.52 -4.10 -1.15
O 0.38 -3.45 -1.85
H -4.41 -0.84 1.44
H -3.10 -1.09 1.13
O -3.72 -1.44 1.77
H -2.28 1.79 3.06
H -2.09 2.03 4.61
O -2.21 1.38 3.92
H -0.28 2.73 -2.26
H -1.40 2.27 -1.40
O -0.63 2.85 -1.37
H -2.09 4.75 2.15
H -0.81 4.07 1.74
O -1.63 3.91 2.22
H 2.37 -1.62 -3.41
H 1.46 -2.65 -3.97
O 2.03 -1.93 -4.26
H -3.90 1.29 -0.91
H -3.17 1.73 0.32
O -3.77 1.05 0.00
H 0.66 2.93 2.42
H 2.18 3.23 2.48
O 1.43 2.94 2.98
H -1.62 0.17 -5.21
H -0.56 1.08 -4.59
O -1.10 0.96 -5.37
```

Properties
Highest occupied orbital energy (eV): -9.44
Total charge: 0
E_LUMO (Ha): -0.0029
E (a.u.): -1735.048779
Orbital gap (eV): 9.36



This record from the Open Molecules 2025 dataset describes a single C2H3N3O molecule. The level of theory is ωB97M-V/def2-TZVPD.

The geometry in XYZ format:
```
9
C2H3N3O | the Open Molecules 2025 dataset | ωB97M-V/def2-TZVPD
O -1.65 -0.33 -0.06
C -0.35 0.05 -0.01
N 0.64 -0.63 -0.35
C 1.61 -1.22 -0.89
N 0.44 2.29 0.10
N -0.23 1.39 0.56
H -1.73 -1.13 -0.61
H 2.10 -1.89 -0.15
H -0.83 1.48 1.41
```

Properties
Highest occupied orbital energy (eV): -8.34
Total charge: 0
E_LUMO (Ha): 0.0121
E (a.u.): -317.326827
Orbital gap (eV): 8.67



This record from the Open Molecules 2025 dataset describes a single CH2N4S molecule. The level of theory is ωB97M-V/def2-TZVPD.

The geometry in XYZ format:
```
8
CH2N4S | the Open Molecules 2025 dataset | ωB97M-V/def2-TZVPD
C 0.98 -0.44 -0.05
H -1.97 0.72 -0.13
H 0.39 1.73 -0.03
N 0.10 -1.46 -0.01
N -1.11 -1.10 0.00
N -1.16 0.20 0.27
N 0.12 0.67 -0.14
S 2.65 -0.33 0.08
```

Properties
Highest occupied orbital energy (eV): -8.70
Total charge: 0
E_LUMO (Ha): -0.0253
E (a.u.): -656.419334
SMILES: S=c1nn[nH][nH]1
Orbital gap (eV): 8.01